Computed, not measured: a structure of composition C16H20LuN2OP at a distorted geometry, with ωB97M-V with the def2-TZVPD basis set.

Geometry as XYZ:
```
41
Properties=species:S:1:pos:R:3:forces:R:3
H -0.929768 -1.452312 4.666280 0.3004 -0.0633 0.1388
H -2.693602 3.529788 -1.636737 0.2734 -0.1980 0.2898
H -1.262275 0.818864 -2.497360 -0.2744 0.2305 -0.1793
N -0.501594 0.712092 1.315169 -0.2832 0.1041 -0.7353
C -0.727621 2.008966 0.716235 -0.0126 0.1689 0.0340
C 1.656688 -2.828330 -3.880959 0.7239 -1.3538 0.3378
H 0.254986 -2.599453 3.977659 -0.1205 0.5687 0.0429
C -1.925697 3.409514 -0.867271 0.1613 0.0900 0.0018
H 0.894854 -4.474271 -1.020105 0.1038 0.1804 -0.3339
H -2.303744 1.308515 -0.594521 0.2452 0.2176 0.1845
P -0.794597 -0.212365 -3.307383 0.3136 -0.0397 0.1815
H 0.821037 3.041800 1.837453 -0.1838 -0.1225 -0.2379
H -1.939706 -0.803215 -3.749429 -1.2722 0.1238 -0.7595
H -0.306355 0.436001 -4.393051 -0.1637 0.9290 -1.4991
H 0.825127 -1.066719 4.701391 -0.2418 -0.1691 0.1052
H -1.670504 1.218022 4.135911 0.1779 0.1086 0.0499
C 0.030436 3.124131 1.090065 0.2591 0.2293 0.0661
H 3.115792 -2.900050 -0.837802 0.0550 -0.0295 -0.0906
C -0.193924 4.373801 0.501087 -0.1730 -0.1814 -0.0234
C -0.217582 -0.452510 0.658528 1.1036 -0.8168 -1.0317
H -0.086821 -4.243115 -3.542170 0.4396 0.2683 0.1550
C -1.177089 4.521758 -0.478184 0.0744 -0.1167 0.1254
C 2.736843 -2.430492 -3.016193 0.3963 -0.6329 -0.2717
C -0.109877 -0.875021 2.827662 0.2379 -0.2720 -1.0493
C 0.018272 -1.531043 4.117806 0.0734 -0.3098 1.2074
H 3.581632 -1.787825 -3.282180 -0.4832 -0.3709 0.0867
H 0.400574 5.241657 0.801226 -0.1598 -0.4161 -0.0510
H 1.529059 -2.526705 -4.916304 0.0199 -0.0678 0.2449
C -1.699583 2.163651 -0.283745 -0.2502 -0.2842 0.1820
C -0.673741 1.404473 3.716310 -0.2961 -0.2822 0.3571
H -1.355440 5.498813 -0.933189 0.0482 -0.3545 0.1439
C 0.059108 -1.480611 1.615694 -0.6342 1.1888 -0.7373
C 0.794914 -3.731129 -3.149135 0.5788 -0.3829 -0.6141
H 0.084424 1.284965 4.503686 -0.2730 0.0047 -0.2442
C 1.311220 -3.860427 -1.819298 0.9617 -0.4220 -0.2811
N -0.407539 0.436464 2.660272 0.2210 0.6901 0.8921
H 0.336610 -2.494526 1.342475 -0.1726 0.3125 0.3240
H -0.644916 2.444037 3.383149 0.0603 -0.4120 -0.2475
C 2.506300 -3.030741 -1.721682 0.6955 -1.6588 -1.1367
O -0.118678 -0.539441 -0.610316 -1.4111 1.4408 2.7219
Lu 0.782778 -1.657011 -2.031044 -1.1190 2.1009 1.6509
```
Positions in Å, forces in eV/Å.

Calculated values
HOMO (alpha / beta) = -0.121 / -0.107 Ha
ΔE to the lowest compared entry with this formula, charge and spin = 1.3476 eV

Quick look at the Löwdin charges, all values in e: H 0.097; H 0.112; H -0.142; N 0.076; C -0.163; C -0.267; H 0.100; C -0.076; H 0.090; H 0.110; P 0.632; H 0.114; H -0.154; H -0.162; H 0.094; H 0.100; C -0.040; H 0.088; C -0.076; C -0.384; H 0.089; C -0.084; C -0.270; C -0.296; C -0.020; H 0.084; H 0.109; H 0.096; C -0.038; C 0.011; H 0.107; C 0.065; C -0.263; H 0.100; C -0.283; N -0.053; H 0.122; H 0.077; C -0.298; O -0.299; Lu 0.894